1.
{"formula": "C3H2Cl2O", "method": "the ωB97M-V functional and the def2-TZVPD basis", "elements": ["Cl", "C", "C", "Cl", "C", "O", "H", "H"], "coordinates": [[-0.69, 2.55, -0.01], [-1.33, 1.05, 0.10], [-1.71, -0.09, 0.12], [-2.30, -1.61, 0.18], [1.51, -0.47, -0.10], [0.94, -1.43, -0.52], [1.86, 0.35, -0.74], [1.72, -0.33, 0.97]], "de_lowest_kj_mol": 294.7, "smiles": "ClC#CCl.C=O", "homo_ev": -9.75, "orbital_gap_ev": 10.381, "lumo_ev": 0.635}



2.
{"formula": "C3H2Cl2O2", "method": "the ωB97M-V functional and the def2-TZVPD basis", "elements": ["O", "C", "C", "O", "C", "Cl", "Cl", "H", "H"], "coordinates": [[2.50, 0.35, -0.32], [1.56, -0.10, 0.19], [0.24, 0.73, 0.35], [0.09, 1.77, 0.80], [-1.13, -0.16, -0.30], [-1.27, -1.73, 0.46], [-2.49, 0.89, -0.30], [1.43, -1.21, 0.49], [-0.93, -0.54, -1.37]], "de_lowest_kj_mol": 202.6, "smiles": "O=CC(=O)C(Cl)Cl", "homo_ev": -9.73, "orbital_gap_ev": 9.296, "lumo_ev": -0.431}



3.
{"formula": "C3H2Cl4", "method": "the ωB97M-V functional and the def2-TZVPD basis", "elements": ["C", "C", "C", "Cl", "Cl", "Cl", "Cl", "H", "H"], "coordinates": [[1.41, 0.46, 0.34], [1.73, -0.70, -0.20], [-2.76, 0.65, 0.33], [0.63, -2.01, -0.33], [-2.79, 1.42, -1.16], [-2.89, -1.02, 0.18], [-0.14, 0.82, 1.02], [2.11, 1.27, 0.41], [2.71, -0.89, -0.60]], "de_lowest_kj_mol": 226.4, "homo_ev": -9.19, "orbital_gap_ev": 8.450, "lumo_ev": -0.744}



4.
{"formula": "C3H2Cl4N2S", "method": "the ωB97M-V functional and the def2-TZVPD basis", "elements": ["S", "N", "N", "C", "Cl", "Cl", "Cl", "H", "C", "C", "Cl", "H"], "coordinates": [[-1.33, -1.58, -2.12], [-0.15, -1.55, -1.02], [-0.08, -0.87, 0.04], [-1.13, -0.12, 0.55], [-0.65, 0.28, 2.16], [-1.48, 1.45, -0.33], [-2.72, -1.01, 0.65], [0.41, -2.38, -0.95], [1.79, 0.80, -0.12], [1.80, 1.79, 0.58], [1.61, 3.03, 1.61], [1.91, 0.16, -1.05]], "de_lowest_kj_mol": 291.3, "smiles": "[S-]/[NH+]=N\\C(Cl)(Cl)Cl.C#CCl", "homo_ev": [-9.29, -9.29], "orbital_gap_ev": [7.571, 7.572], "lumo_ev": [-1.720, -1.719]}



5.
{"formula": "C3H2ClF", "method": "the ωB97M-V functional and the def2-TZVPD basis", "elements": ["C", "C", "C", "F", "Cl", "H", "H"], "coordinates": [[0.38, 0.20, 1.68], [0.38, 0.13, 0.37], [-0.09, -0.39, -0.89], [0.82, -0.52, -1.74], [-1.29, 1.14, -1.15], [0.75, 0.73, 2.50], [-0.94, -1.29, -0.77]], "de_lowest_kj_mol": 185.9, "smiles": "C#C[C@H](F)Cl", "homo_ev": -9.83, "orbital_gap_ev": 9.827, "lumo_ev": -0.003}



6.
{"formula": "C3H2ClF2N", "method": "the ωB97M-V functional and the def2-TZVPD basis", "elements": ["C", "C", "C", "N", "F", "F", "Cl", "H", "H"], "coordinates": [[0.56, -0.24, 2.55], [0.21, -0.82, 0.15], [1.12, -0.26, 1.23], [0.22, -0.36, 3.65], [-1.05, -0.55, 0.61], [0.95, 1.53, 0.60], [2.74, -0.71, 1.08], [0.27, -2.00, 0.06], [0.15, -0.33, -0.81]], "de_lowest_kj_mol": 157.0, "homo_ev": -12.39, "orbital_gap_ev": 10.574, "lumo_ev": -1.820}



7.
{"formula": "C3H2ClFS2", "method": "the ωB97M-V functional and the def2-TZVPD basis", "elements": ["C", "C", "C", "H", "H", "F", "S", "S", "Cl"], "coordinates": [[-0.93, 0.07, 0.01], [0.44, -0.57, -0.02], [1.60, 0.23, 0.02], [-2.98, 0.02, 0.15], [0.69, -1.61, -0.21], [1.51, 1.56, 0.38], [-2.15, -1.04, 0.05], [-1.36, 1.65, -0.23], [3.18, -0.31, -0.15]], "de_lowest_kj_mol": 55.1, "homo_ev": -8.61, "orbital_gap_ev": 7.673, "lumo_ev": -0.938}



8.
{"formula": "C3H2ClN3S2", "method": "the ωB97M-V functional and the def2-TZVPD basis", "elements": ["C", "C", "C", "N", "N", "N", "S", "S", "Cl", "H", "H"], "coordinates": [[0.00, -1.33, -0.83], [0.55, -0.14, -0.26], [-1.37, 1.72, 0.68], [0.72, -2.41, -0.47], [1.75, -2.31, 0.23], [0.14, 1.13, -0.43], [-1.56, 3.27, 0.66], [1.86, -0.69, 0.73], [-1.96, 0.42, 1.44], [-0.97, -1.40, -1.52], [0.83, 1.75, -0.26]], "de_lowest_kj_mol": 74.3, "homo_ev": [-8.83, -8.83], "orbital_gap_ev": [7.697, 7.698], "lumo_ev": [-1.137, -1.137]}



9.
{"formula": "C3H2ClN5", "method": "the ωB97M-V functional and the def2-TZVPD basis", "elements": ["N", "C", "N", "C", "N", "H", "N", "C", "N", "Cl", "H"], "coordinates": [[0.90, -2.40, 1.46], [1.29, -1.39, 1.08], [1.85, -0.30, 0.68], [1.62, 0.89, 0.57], [1.23, 2.04, 0.42], [1.44, 2.67, -0.29], [-1.35, -1.65, -0.89], [-1.65, -0.47, -0.83], [-1.58, 0.74, -0.91], [-2.59, 2.07, -1.12], [-1.16, -2.19, -0.15]], "de_lowest_kj_mol": 26.9, "smiles": "N#CN=C=N.N=C=NCl", "homo_ev": -10.08, "orbital_gap_ev": 10.270, "lumo_ev": 0.193}



10.
{"formula": "C3H2ClNO", "method": "the ωB97M-V functional and the def2-TZVPD basis", "elements": ["C", "C", "C", "N", "O", "Cl", "H", "H"], "coordinates": [[0.13, -0.14, -0.19], [-1.75, 0.57, 0.02], [1.55, -0.18, 0.07], [0.65, -1.17, -0.68], [-1.96, 1.71, -0.16], [-2.75, -0.69, 0.44], [2.23, 0.40, -0.53], [1.91, -0.50, 1.04]], "de_lowest_kj_mol": 312.2, "homo_ev": -9.75, "orbital_gap_ev": 9.990, "lumo_ev": 0.238}



11.
{"formula": "C3H2ClNO", "method": "the ωB97M-V functional and the def2-TZVPD basis", "elements": ["O", "C", "C", "C", "N", "Cl", "H", "H"], "coordinates": [[-2.32, 2.18, 0.03], [-1.70, 1.15, 0.11], [-0.39, 0.63, -0.15], [-0.61, -0.61, 0.07], [-2.26, -0.13, 0.56], [-3.48, -0.83, -0.27], [0.58, 0.98, -0.43], [-0.10, -1.53, 0.00]], "de_lowest_kj_mol": 317.0, "smiles": "O=C1C=CN1Cl", "homo_ev": -9.56, "orbital_gap_ev": 9.491, "lumo_ev": -0.073}



12.
{"formula": "C3H2ClNOS", "method": "the ωB97M-V functional and the def2-TZVPD basis", "elements": ["C", "C", "C", "N", "O", "S", "Cl", "H", "H"], "coordinates": [[-1.21, 0.31, -0.11], [-1.22, -0.92, 0.19], [-0.08, 1.21, -0.28], [1.38, -0.89, 0.69], [-0.14, 2.37, -0.60], [1.52, 0.69, 0.25], [2.31, -2.01, -0.29], [-2.00, 1.04, -0.27], [-0.57, -1.79, 0.42]], "de_lowest_kj_mol": 525.9, "homo_ev": [-9.23, -9.68], "orbital_gap_ev": [7.079, 8.674], "lumo_ev": [-2.156, -1.002]}